A structure of composition C15H29AsBr2N5OSSr. Source: OMol25; level of theory: the ωB97M-V functional and the def2-TZVPD basis.

Each line ends with the Mulliken charge.
Geometry (Å):
1 Sr -0.463 0.240 0.293  0.996
2 C 0.784 -1.887 -0.012  -0.770
3 C -0.625 -1.850 -1.001  -1.846
4 N -0.835 -0.682 -1.967  0.101
5 C 0.125 -0.518 -3.060  -1.280
6 C 1.333 0.340 -2.701  0.545
7 C 2.316 0.524 -3.661  -1.032
8 C 3.397 1.336 -3.360  -0.593
9 C 3.489 1.897 -2.100  -1.001
10 C 2.475 1.651 -1.183  0.625
11 C 2.582 2.241 0.217  -1.448
12 N 1.546 1.744 1.113  -0.178
13 C 1.936 0.576 1.917  -0.257
14 C 0.697 -0.242 2.460  -1.753
15 N 0.518 -1.596 1.558  -0.135
16 N 1.400 0.928 -1.501  0.908
17 H 1.637 -1.306 -0.396  0.267
18 H 1.102 -2.923 0.011  0.604
19 H -1.466 -1.635 -0.231  0.994
20 H -0.757 -2.838 -1.431  0.388
21 H -1.773 -0.841 -2.316  0.190
22 H -0.414 0.000 -3.856  0.477
23 H 0.448 -1.489 -3.450  0.407
24 H 2.230 0.051 -4.631  0.512
25 H 4.166 1.519 -4.099  0.448
26 H 4.332 2.518 -1.826  0.526
27 H 2.483 3.324 0.137  0.428
28 H 3.582 2.022 0.604  0.430
29 H 1.180 2.454 1.734  0.240
30 H 2.598 0.800 2.759  0.455
31 H 2.457 -0.146 1.289  0.258
32 H -0.359 0.264 2.533  0.656
33 H 0.868 -0.614 3.465  0.630
34 H 1.012 -2.320 2.055  0.291
35 Br -0.050 4.935 0.181  -0.091
36 C -0.698 5.253 -1.614  -0.629
37 Br -0.119 4.033 -2.987  -0.076
38 H -0.332 6.231 -1.895  0.402
39 H -1.778 5.213 -1.567  0.354
40 O -3.895 2.467 -0.324  -0.566
41 S -2.720 2.434 -1.196  0.258
42 N -1.381 2.214 -0.616  -0.423
43 C -1.998 -2.159 3.857  -1.221
44 As -2.120 -1.799 1.922  0.825
45 C -3.974 -2.364 1.587  -1.159
46 C -1.573 -3.655 1.565  -1.220
47 H -2.765 -2.895 4.084  0.402
48 H -2.140 -1.273 4.471  0.363
49 H -1.029 -2.618 4.053  0.387
50 H -4.282 -3.085 2.343  0.411
51 H -3.982 -2.873 0.623  0.391
52 H -4.678 -1.534 1.575  0.365
53 H -2.267 -4.280 2.124  0.504
54 H -0.575 -3.866 1.941  0.342
55 H -1.646 -3.921 0.511  0.298

Its HOMO energy is -10.6 eV. As for the net charge: +1.

A cluster of 6 separate species, C15H29BCl11N3O3P in total. Source: OMol25; level of theory: the ωB97M-V functional and the def2-TZVPD basis.

Each line ends with the Mulliken charge.
Geometry (Å):
1 N -0.681 7.239 4.112  -0.617
2 P -0.654 6.608 2.618  0.120
3 C -1.892 5.116 2.424  0.142
4 N -3.248 5.442 1.895  -0.524
5 N -4.137 4.421 1.776  0.286
6 Cl -5.735 4.902 1.196  0.056
7 C -4.010 2.945 2.048  -0.078
8 C -2.539 2.406 2.635  0.321
9 O -2.326 0.976 2.928  -0.414
10 C -1.373 3.586 2.860  0.387
11 C 0.110 3.249 3.471  -0.710
12 B 1.044 2.280 2.513  0.424
13 O 0.480 1.304 1.543  -0.359
14 O 2.528 2.403 2.671  -0.475
15 H 0.307 7.158 4.458  0.258
16 H -1.098 7.674 1.709  0.161
17 H 0.680 6.196 2.232  0.177
18 H -4.888 2.155 1.901  0.376
19 H -2.964 0.446 2.341  0.330
20 H -0.003 2.668 4.507  0.358
21 H 0.678 4.250 3.733  0.222
22 H 0.337 1.764 0.662  0.242
23 H 2.779 1.595 3.226  0.304
24 Cl 0.251 3.368 -1.615  -0.171
25 C -0.784 2.752 -2.927  -0.466
26 C -1.110 1.277 -2.757  -0.343
27 Cl 0.320 0.240 -2.993  -0.115
28 H -0.278 2.946 -3.878  0.361
29 H -1.706 3.341 -2.906  0.301
30 H -1.850 0.971 -3.502  0.400
31 H -1.521 1.067 -1.764  0.046
32 Cl -1.730 -1.009 -0.120  -0.224
33 C -0.434 -2.124 0.378  -0.217
34 C -0.389 -3.375 -0.484  -0.377
35 Cl -1.803 -4.426 -0.221  -0.209
36 H -0.584 -2.369 1.435  0.393
37 H 0.508 -1.576 0.288  0.161
38 H 0.496 -3.968 -0.235  0.242
39 H -0.343 -3.128 -1.550  0.219
40 Cl 2.170 -2.063 -2.589  -0.090
41 C 3.466 -3.178 -2.091  -0.325
42 C 3.511 -4.429 -2.954  -0.484
43 Cl 2.097 -5.480 -2.691  -0.181
44 H 3.316 -3.423 -1.034  0.277
45 H 4.408 -2.630 -2.182  0.159
46 H 4.396 -5.022 -2.704  0.339
47 H 3.557 -4.182 -4.019  0.314
48 Cl 7.708 -2.088 -1.165  -0.179
49 C 7.677 -0.309 -1.098  -0.423
50 C 6.377 0.222 -0.518  -0.500
51 Cl 4.991 -0.059 -1.602  -0.155
52 H 7.852 0.073 -2.110  0.309
53 H 8.518 -0.001 -0.470  0.319
54 H 6.449 1.304 -0.371  0.330
55 H 6.149 -0.238 0.449  0.299
56 Cl -6.830 -4.421 -1.239  -0.195
57 C -5.534 -5.536 -0.740  -0.117
58 C -5.489 -6.787 -1.603  -0.422
59 Cl -6.903 -7.838 -1.340  -0.181
60 H -5.684 -5.781 0.316  0.340
61 H -4.592 -4.988 -0.831  -0.030
62 H -4.604 -7.380 -1.354  0.283
63 H -5.443 -6.540 -2.669  0.326

Its HOMO energy is -11.9 eV. As for the net charge: +1.

A structure of composition C15H29Cl2CuN4O5Pd. Source: OMol25; level of theory: the ωB97M-V functional and the def2-TZVPD basis.

Each line ends with the Löwdin spin population.
Geometry (Å):
1 C 5.139 0.969 1.146  0.000
2 C 4.683 0.549 2.520  0.000
3 N 4.038 -0.766 2.494  0.000
4 C 4.720 -1.934 2.632  0.000
5 C 3.846 -2.926 2.402  0.000
6 N 2.655 -2.333 2.089  0.000
7 C 2.824 -1.020 2.037  0.000
8 C 1.476 -3.142 1.722  0.000
9 H 5.556 1.979 1.239  0.000
10 H 4.288 1.079 0.476  0.000
11 H 5.961 0.387 0.737  0.000
12 H 3.936 1.287 2.808  0.000
13 H 5.446 0.515 3.287  0.000
14 H 5.766 -1.955 2.882  0.000
15 H 3.950 -3.994 2.433  0.000
16 H 2.110 -0.287 1.715  0.000
17 H 1.924 -4.055 1.340  0.000
18 H 0.860 -2.724 0.943  0.000
19 H 0.911 -3.308 2.635  0.000
20 Cu -1.524 -0.164 3.507  0.013
21 Pd -0.407 3.228 1.697  1.362
22 C -0.418 0.630 1.188  0.004
23 O -0.309 -0.578 1.623  0.035
24 O -1.452 1.320 1.671  0.234
25 O 0.528 1.417 0.733  0.238
26 Cl 2.041 -1.968 -3.410  0.000
27 C 2.108 -0.250 -2.934  0.000
28 C 0.742 0.370 -2.912  0.000
29 Cl 0.155 0.858 -4.485  0.000
30 H 2.775 0.217 -3.653  0.000
31 H 2.546 -0.151 -1.945  0.000
32 H 0.806 1.255 -2.286  0.000
33 H 0.054 -0.331 -2.440  0.000
34 C -4.145 -1.563 1.835  0.011
35 O -3.122 -1.151 2.257  0.165
36 N -4.242 -2.031 0.504  0.549
37 C -5.524 -2.119 -0.115  0.086
38 C -3.077 -2.134 -0.368  0.059
39 H -5.120 -1.541 2.329  -0.004
40 H -6.341 -2.300 0.583  0.004
41 H -5.503 -2.992 -0.784  0.026
42 H -5.740 -1.251 -0.752  0.044
43 H -3.055 -3.101 -0.866  0.019
44 H -3.133 -1.289 -1.070  0.031
45 H -2.190 -1.957 0.244  0.001
46 C -1.303 4.036 -1.366  0.004
47 O -1.395 4.022 -0.112  0.073
48 N -2.051 3.326 -2.178  0.033
49 C -2.886 2.286 -1.721  0.003
50 C -2.214 3.724 -3.592  0.003
51 H -0.623 4.714 -1.883  0.000
52 H -3.907 2.411 -2.063  0.001
53 H -2.816 2.103 -0.650  0.000
54 H -2.479 1.353 -2.152  0.002
55 H -3.132 4.284 -3.783  0.001
56 H -1.354 4.205 -4.040  0.000
57 H -2.381 2.793 -4.153  0.001

Its HOMO energy (spin up / spin down) is -16.8 / -16.8 eV. As for the spin multiplicity: 4. As for the net charge: +3.

ΔE to the lowest compared entry with this formula, charge and spin (computed, kcal per mole): 145.4; 165.9; 0.0